1.
Below is a molecular structure, C45H35Cl5CrF3N4O4SSb2 in a non-equilibrium geometry, with properties calculated with ωB97M-V with the def2-TZVPD basis set.

Geometry (Å):
Sb (0.41, 1.50, 1.10)
Sb (-2.93, -0.31, -0.93)
Cr (1.73, 0.08, -1.03)
Cl (-0.39, -2.45, -2.96)
Cl (-1.37, 1.21, -6.75)
Cl (-1.57, -1.71, -5.67)
Cl (0.23, 3.31, -5.14)
Cl (1.45, 2.55, -2.16)
S (0.85, -2.76, 0.58)
F (5.42, 2.58, 1.27)
F (5.85, 1.21, -0.33)
F (6.15, 0.61, 1.77)
O (-0.13, -1.80, 1.08)
O (0.46, -3.98, 0.02)
O (3.22, 0.68, 1.97)
O (3.41, 0.70, -0.22)
N (2.87, -1.24, -2.23)
N (5.18, -3.60, 4.59)
N (1.75, -1.87, -0.46)
N (2.90, -3.59, -1.70)
C (-5.97, -1.06, -0.92)
C (-0.28, -0.19, 5.59)
C (-6.85, -3.30, -1.03)
C (1.48, 3.26, 1.53)
C (3.93, -4.38, 2.70)
C (-3.37, 2.08, -2.77)
C (0.94, 4.06, 2.59)
C (-7.03, -1.92, -0.96)
C (-1.21, -0.40, 4.57)
C (2.52, 5.79, 2.16)
C (-4.46, -2.95, -1.13)
C (0.83, 0.63, 5.34)
C (1.46, 5.24, 2.93)
C (-4.51, 0.70, -4.89)
C (2.95, -4.19, 1.70)
C (2.19, -2.25, 2.88)
C (-4.48, 2.10, -4.89)
C (1.09, 1.14, 4.07)
C (0.41, 1.41, -3.15)
C (-4.67, -1.59, -0.93)
C (-0.76, -0.53, -4.70)
C (5.35, 1.29, 0.93)
C (2.61, 3.73, 0.87)
C (4.24, -2.69, -3.51)
C (-3.53, 0.72, -2.69)
C (-3.76, 1.20, 0.36)
C (2.50, -2.29, -1.46)
C (2.04, -3.12, 1.84)
C (-3.81, 2.80, -3.90)
C (0.40, 0.15, -2.62)
C (-5.59, -3.82, -1.16)
C (-0.24, -0.81, -3.41)
C (3.09, 5.04, 1.15)
C (-2.91, 2.08, 1.30)
C (-1.53, 2.56, 0.81)
C (0.19, 0.88, 3.04)
C (4.17, -3.44, 3.69)
C (-0.70, 0.80, -5.17)
C (3.27, -2.35, 3.77)
C (3.76, -3.75, -2.69)
C (-4.00, -0.01, -3.82)
C (-0.07, 1.78, -4.43)
C (-0.95, 0.08, 3.31)
C (3.88, 0.83, 0.97)
C (3.72, -1.42, -3.25)
H (-3.48, -3.39, -1.09)
H (2.82, -4.86, 0.85)
H (-7.73, -3.95, -0.97)
H (0.18, 3.63, 3.21)
H (5.85, -4.38, 4.54)
H (-1.31, 3.51, 1.28)
H (-1.55, -0.20, 2.46)
H (1.95, 1.79, 3.87)
H (-3.45, 3.05, 1.39)
H (4.02, -0.52, -3.78)
H (-2.81, 1.66, 2.32)
H (-3.97, -1.12, -3.83)
H (1.51, -1.42, 2.97)
H (-8.04, -1.52, -0.98)
H (-6.14, 0.01, -0.91)
H (-2.09, -1.03, 4.71)
H (4.28, -4.69, -2.77)
H (3.30, -1.70, 4.58)
H (1.54, 0.81, 6.14)
H (-2.96, 2.70, -1.96)
H (-4.88, 0.15, -5.75)
H (-3.76, 3.90, -3.88)
H (5.62, -2.74, 5.00)
H (4.56, -5.27, 2.68)
H (4.93, -2.88, -4.31)
H (-4.47, 0.62, 0.99)
H (-0.37, -0.67, 6.54)
H (-4.83, 2.65, -5.79)
H (0.96, 5.79, 3.72)
H (3.90, 5.44, 0.54)
H (2.94, 3.14, -0.02)
H (-1.56, 2.73, -0.27)
H (-4.38, 1.88, -0.28)
H (-5.36, -4.88, -1.10)
H (2.94, 6.72, 2.45)

## Properties
- Strongest force on any atom: 3.0 eV/Å
- Spin multiplicity: 4
- Expectation value of S²: 3.81
- Charge: 0
- Calculated total energy: -6779.47849 a.u.
- Lowest unoccupied orbital energy (spin up / spin down): -0.94 / -0.44 eV
- Frontier orbital gap (spin up / spin down): 7.1 / 7.6 eV
- Highest occupied orbital energy (spin up / spin down): -8.1 / -8.1 eV


2.
Below is a molecular structure, C45H36N2P2S3ScSi, with properties calculated with ωB97M-V with the def2-TZVPD basis set.

Geometry (Å):
Sc (-0.15, -0.95, -0.66)
S (2.17, -6.28, 0.20)
S (1.62, -4.30, -1.98)
S (-0.26, -2.02, -2.87)
P (2.02, -0.64, 0.94)
P (-2.39, -0.46, 0.79)
Si (-0.13, 1.71, -0.24)
N (-0.32, -3.37, -0.61)
N (0.19, -4.43, 0.10)
C (-5.37, -0.70, -2.01)
C (-2.69, 1.32, 1.02)
C (-4.68, -2.94, -1.45)
C (2.26, -3.06, 2.24)
C (4.75, -0.73, -2.03)
C (-0.98, -6.18, 1.30)
C (-5.48, -2.07, -2.18)
C (-1.54, -4.40, 3.37)
C (1.85, -1.20, 3.71)
C (-3.40, -1.77, 5.07)
C (-0.82, -3.97, 2.26)
C (0.28, -3.23, -1.76)
C (-4.02, -1.69, 2.74)
C (-1.79, 2.25, 0.50)
C (3.56, -0.97, 0.05)
C (2.13, 1.08, 1.51)
C (4.65, -1.64, 0.60)
C (1.27, -5.06, -0.43)
C (2.35, 3.64, 2.52)
C (0.32, 2.96, -1.58)
C (-0.54, -4.87, 1.25)
C (-4.32, -2.02, 4.06)
C (-1.86, -0.90, 3.45)
C (1.84, -2.07, 4.79)
C (2.05, -1.69, 2.43)
C (-3.77, -2.43, -0.54)
C (-2.16, -1.22, 4.76)
C (-1.70, -6.60, 2.41)
C (-4.46, -0.18, -1.09)
C (-2.13, 3.60, 0.61)
C (3.21, 1.42, 2.33)
C (-4.16, 3.06, 1.78)
C (-3.86, 1.72, 1.67)
C (2.26, -3.93, 3.32)
C (5.83, -1.40, -1.48)
C (1.17, 2.02, 1.14)
C (-3.66, -1.05, -0.35)
C (3.61, -0.52, -1.27)
C (1.30, 3.31, 1.68)
C (5.78, -1.85, -0.17)
C (2.04, -3.43, 4.60)
C (3.32, 2.70, 2.83)
C (-1.98, -5.71, 3.44)
C (-2.79, -1.12, 2.43)
C (-3.30, 4.01, 1.24)
H (-2.54, -6.05, 4.31)
H (4.79, -0.38, -3.06)
H (-3.65, -2.02, 6.09)
H (6.72, -1.57, -2.08)
H (2.04, -4.10, 5.45)
H (-6.19, -2.47, -2.90)
H (2.77, 0.01, -1.70)
H (-0.76, -6.87, 0.50)
H (-3.13, -3.10, 0.02)
H (-3.54, 5.06, 1.31)
H (-2.05, -7.62, 2.47)
H (6.63, -2.37, 0.26)
H (1.69, -0.14, 3.88)
H (0.57, 4.07, 1.43)
H (0.49, 3.95, -1.16)
H (-1.44, -1.04, 5.54)
H (1.69, -1.68, 5.79)
H (3.97, 0.68, 2.57)
H (2.42, -4.98, 3.15)
H (-5.07, 3.38, 2.28)
H (2.42, 4.65, 2.92)
H (-5.28, -2.45, 4.30)
H (-4.75, -1.87, 1.96)
H (-0.46, -2.95, 2.20)
H (-5.99, -0.03, -2.58)
H (4.16, 2.97, 3.46)
H (2.46, -3.46, 1.25)
H (-1.48, 4.36, 0.19)
H (-0.48, 3.04, -2.32)
H (-4.38, 0.89, -0.96)
H (-4.54, 0.98, 2.08)
H (-0.90, -0.45, 3.21)
H (4.62, -1.99, 1.62)
H (-4.76, -4.01, -1.59)
H (1.22, 2.66, -2.11)
H (-1.75, -3.70, 4.16)

## Properties
- Strongest force on any atom: 0.7 eV/Å
- Charge: +1
- Calculated total energy: -4773.30850 a.u.
- Lowest unoccupied orbital energy: -3.27 eV
- Frontier orbital gap: 7.2 eV
- Highest occupied orbital energy: -10.5 eV


3.
Below is a molecular structure, C45H36N5PdS4 in a non-equilibrium geometry, with properties calculated with ωB97M-V with the def2-TZVPD basis set.

Geometry (Å):
Pd (-17.48, -4.65, 9.95)
S (-15.40, -5.60, 7.55)
S (-17.65, -6.73, 6.00)
S (-19.40, -4.86, 7.48)
S (-19.80, -1.89, 12.58)
N (-18.92, -6.30, 6.83)
N (-16.21, -6.15, 6.23)
N (-17.52, -5.19, 12.05)
N (-16.07, -4.64, 8.48)
N (-18.41, -4.03, 8.29)
C (-19.80, -1.55, 5.28)
C (-14.85, -8.49, 10.28)
C (-22.25, -5.57, 10.21)
C (-18.81, -5.54, 1.74)
C (-17.00, -6.28, 12.65)
C (-17.30, -11.28, 6.52)
C (-13.00, -3.59, 5.07)
C (-18.16, -4.46, 14.30)
C (-13.99, -4.84, 6.84)
C (-17.37, -5.30, 3.63)
C (-12.89, -8.47, 8.89)
C (-17.96, -6.37, 4.28)
C (-18.76, -3.24, 12.12)
C (-17.92, -10.48, 7.51)
C (-19.33, -2.53, 6.15)
C (-21.09, -1.60, 4.75)
C (-18.13, -9.10, 7.30)
C (-12.02, -3.06, 5.91)
C (-21.39, -3.77, 5.87)
C (-13.55, -8.90, 10.02)
C (-17.07, -6.57, 13.99)
C (-19.78, -1.22, 10.98)
C (-19.35, -6.70, 2.33)
C (-17.58, -8.50, 6.18)
C (-21.45, -6.59, 7.78)
C (-13.54, -7.60, 8.04)
C (-20.76, -5.60, 8.38)
C (-15.49, -7.54, 9.44)
C (-21.16, -5.04, 9.59)
C (-17.66, -5.61, 14.84)
C (-18.97, -1.92, 10.19)
C (-21.81, -2.78, 4.99)
C (-16.96, -9.28, 5.21)
C (-23.02, -6.59, 9.62)
C (-13.90, -4.58, 5.46)
C (-18.39, -3.05, 10.82)
C (-12.07, -3.43, 7.26)
C (-22.62, -7.08, 8.40)
C (-18.91, -7.11, 3.61)
C (-20.12, -3.65, 6.42)
C (-16.72, -10.60, 5.45)
C (-18.21, -4.35, 12.86)
C (-14.76, -7.06, 8.35)
C (-17.76, -4.88, 2.38)
C (-13.14, -4.21, 7.73)
H (-13.00, -7.19, 7.18)
H (-16.50, -7.03, 12.00)
H (-21.51, -0.88, 4.04)
H (-16.75, -7.57, 14.31)
H (-21.09, -7.02, 6.84)
H (-16.10, -11.16, 4.73)
H (-16.58, -8.83, 4.32)
H (-16.49, -7.10, 9.55)
H (-17.12, -12.38, 6.70)
H (-14.59, -5.05, 4.83)
H (-18.52, -3.69, 15.02)
H (-20.23, -0.27, 10.76)
H (-17.25, -4.07, 1.86)
H (-22.80, -2.93, 4.62)
H (-20.60, -4.21, 10.09)
H (-13.34, -4.35, 8.78)
H (-15.37, -8.86, 11.15)
H (-18.38, -10.96, 8.38)
H (-18.76, -8.51, 7.97)
H (-13.17, -3.20, 4.08)
H (-11.83, -8.80, 8.63)
H (-19.31, -8.10, 4.01)
H (-11.42, -2.98, 8.01)
H (-13.01, -9.57, 10.68)
H (-17.69, -5.81, 15.92)
H (-16.54, -4.79, 4.10)
H (-18.35, -2.46, 6.66)
H (-19.15, -5.23, 0.75)
H (-23.94, -6.97, 10.08)
H (-20.14, -7.26, 1.86)
H (-22.54, -5.22, 11.21)
H (-23.11, -7.94, 8.00)
H (-11.34, -2.34, 5.49)
H (-22.05, -4.60, 6.08)
H (-19.12, -0.68, 4.99)
H (-18.80, -1.66, 9.14)

## Properties
- Strongest force on any atom: 4.7 eV/Å
- Spin multiplicity: 3
- Expectation value of S²: 2.01
- Charge: +1
- Calculated total energy: -3730.15876 a.u.
- Lowest unoccupied orbital energy (spin up / spin down): -2.32 / -2.68 eV
- Frontier orbital gap (spin up / spin down): 5.6 / 7.0 eV
- Highest occupied orbital energy (spin up / spin down): -7.9 / -9.7 eV


4.
Below is a molecular structure, C45H37IrN6O5 in a non-equilibrium geometry, with properties calculated with ωB97M-V with the def2-TZVPD basis set.

Geometry (Å):
Ir (-0.39, 1.89, -0.05)
O (1.36, 2.88, 0.63)
O (-4.86, 1.17, -0.39)
O (-0.56, -0.18, 0.56)
O (-1.79, 0.11, -1.20)
O (-2.30, 2.19, 0.52)
N (-0.08, -2.92, 1.15)
N (-0.11, 2.06, -2.15)
N (-0.33, 1.76, 2.03)
N (-1.07, 3.77, -0.63)
N (1.41, 0.52, -0.76)
N (0.88, 2.03, 2.66)
C (5.70, 3.37, 3.06)
C (-4.91, -0.18, 1.48)
C (3.17, -1.02, -0.40)
C (-3.21, -2.24, -0.76)
C (2.73, -5.02, -0.14)
C (-1.50, 4.62, 0.31)
C (-2.42, 5.61, 0.03)
C (4.01, 3.33, 1.36)
C (-0.95, 2.89, -2.78)
C (1.97, -3.64, 2.13)
C (-4.40, -0.68, 2.67)
C (-2.98, 1.23, 1.19)
C (-1.53, 3.87, -1.88)
C (-2.92, 5.71, -1.26)
C (4.79, 2.90, 3.99)
C (-1.18, 2.81, -4.14)
C (3.56, -5.00, 0.98)
C (-3.18, -0.22, 3.13)
C (2.47, -0.51, -2.62)
C (-2.48, 0.72, 2.36)
C (-0.53, 1.83, -4.86)
C (1.51, -4.32, -0.15)
C (1.12, -3.66, 1.02)
C (-3.79, -3.49, -0.74)
C (0.36, 0.98, -4.21)
C (-1.87, -4.34, 0.43)
C (3.18, -4.30, 2.11)
C (-1.28, -3.08, 0.45)
C (1.70, 2.58, 1.85)
C (0.70, -4.23, -1.42)
C (3.30, -1.20, -1.76)
C (1.53, 0.34, -2.07)
C (-1.96, -2.01, -0.17)
C (-2.46, 4.82, -2.23)
C (-4.22, 0.77, 0.73)
C (5.32, 3.58, 1.75)
C (-1.17, 1.13, 2.76)
C (-4.27, 2.01, -1.37)
C (-3.11, -4.54, -0.15)
C (3.18, -5.80, -1.36)
C (0.56, 1.14, -2.85)
C (-1.43, -0.64, -0.29)
C (3.48, 2.64, 3.61)
C (3.08, 2.87, 2.29)
C (2.21, -0.15, 0.07)
H (3.41, -5.14, -2.21)
H (-1.09, 4.49, 1.30)
H (1.64, -3.11, 3.02)
H (-0.81, 0.86, 3.75)
H (-0.70, 1.72, -5.92)
H (2.75, 2.28, 4.33)
H (1.34, -4.38, -2.29)
H (-4.77, -3.64, -1.18)
H (2.55, -0.63, -3.69)
H (3.68, 3.50, 0.34)
H (-2.84, 4.88, -3.24)
H (4.05, -1.87, -2.16)
H (-4.98, 2.02, -2.19)
H (-5.85, -0.54, 1.09)
H (-3.71, -1.41, -1.25)
H (0.03, -2.02, 1.58)
H (-3.55, -5.53, -0.12)
H (-3.65, 6.46, -1.52)
H (-4.13, 3.02, -0.98)
H (2.41, -6.50, -1.70)
H (-0.10, -4.98, -1.46)
H (-2.73, 6.29, 0.80)
H (6.03, 3.94, 1.02)
H (0.89, 0.22, -4.76)
H (4.50, -5.54, 0.96)
H (4.08, -6.37, -1.14)
H (2.06, 0.02, 1.13)
H (-3.31, 1.61, -1.71)
H (0.23, -3.25, -1.52)
H (3.82, -4.27, 2.98)
H (3.81, -1.55, 0.30)
H (-4.95, -1.42, 3.23)
H (-1.35, -5.16, 0.93)
H (-1.84, 3.51, -4.63)
H (6.72, 3.58, 3.37)
H (5.09, 2.72, 5.01)
H (-2.74, -0.59, 4.05)

## Properties
- Strongest force on any atom: 2.2 eV/Å
- Spin multiplicity: 2
- Expectation value of S²: 0.76
- Charge: +1
- Calculated total energy: -2545.88515 a.u.
- Lowest unoccupied orbital energy (spin up / spin down): -3.71 / -3.65 eV
- Frontier orbital gap (spin up / spin down): 6.0 / 6.0 eV
- Highest occupied orbital energy (spin up / spin down): -9.7 / -9.7 eV